1.
ORCA calculation (ωB97M-V/def2-TZVPD) on a molecular structure, C4H6EuO5 at a distorted geometry.

```
! wB97M-V def2-TZVPD RIJCOSX def2/J DEFGRID3
* xyz 1 9
H -1.891 0.613 1.642
O -1.272 -0.335 -0.106
O -3.739 0.569 -0.789
C -2.212 -0.160 0.921
C -3.539 0.257 0.358
H -2.372 -1.088 1.499
H -4.357 0.245 1.111
O 0.576 0.483 1.064
C 0.030 -0.479 0.314
O 0.829 -0.489 -0.881
Eu 2.552 1.072 -0.128
O 0.252 -1.647 0.953
C 0.739 -1.956 -1.419
H -0.132 -2.583 -1.191
H 0.594 -1.780 -2.492
H 1.709 -2.431 -1.255
*
```

## Properties
Orbital gap (spin up / spin down)   6.75 / 6.86 eV
<S²>   20.014
Lowest unoccupied orbital energy (spin up / spin down)   -5.5220 / -5.4050 eV
ΔE to the lowest compared entry with this formula, charge and spin   14.0 kcal per mole

---

2.
ORCA calculation (ωB97M-V/def2-TZVPD) on a single CH2F3NS molecule at a distorted geometry.

```
! wB97M-V def2-TZVPD RIJCOSX def2/J DEFGRID3
* xyz 0 1
C 0.098 0.372 -0.241
N 2.712 1.103 -0.267
F 4.090 1.137 0.028
F 2.605 -1.260 1.204
F 2.389 -1.379 -1.223
S 1.942 -0.231 -0.065
H -0.337 -0.317 0.481
H 0.461 1.217 0.415
*
```

## Properties
Orbital gap (spin up / spin down)   8.24 / 8.24 eV
Lowest unoccupied orbital energy (spin up / spin down)   -1.9733 / -1.9730 eV
Structure (SMILES)   C=S(F)(F)=NF
ΔE to the lowest compared entry with this formula, charge and spin   174.9 kcal per mole

---

3.
ORCA calculation (ωB97M-V/def2-TZVPD) on a single C4H10N2O molecule at a distorted geometry.

```
! wB97M-V def2-TZVPD RIJCOSX def2/J DEFGRID3
* xyz 0 1
O -1.155 2.138 -2.048
C -0.930 0.953 -1.893
N -0.587 0.408 -0.662
C -0.232 -1.027 -0.405
C 1.116 -1.166 0.349
C 1.345 -0.328 1.603
N 0.259 -0.600 2.567
H -1.031 0.255 -2.714
H -0.578 0.917 0.187
H -1.034 -1.510 0.246
H -0.265 -1.609 -1.321
H 1.956 -0.776 -0.261
H 1.387 -2.255 0.362
H 1.432 0.747 1.402
H 2.277 -0.753 2.047
H -0.349 0.108 2.718
H -0.053 -1.471 2.464
*
```

## Properties
Orbital gap   10.12 eV
Lowest unoccupied orbital energy   0.8807 eV
Structure (SMILES)   NCCCNC=O
ΔE to the lowest compared entry with this formula, charge and spin   44.4 kcal per mole

---

4.
ORCA calculation (ωB97M-V/def2-TZVPD) on a molecular structure, C14H23AuN4O.

```
! wB97M-V def2-TZVPD RIJCOSX def2/J DEFGRID3
* xyz 2 1
Au -0.690 -0.009 0.029
C -3.861 -0.463 -3.550
C -2.825 -0.355 -2.538
N -2.007 -0.269 -1.740
H -4.530 0.393 -3.472
H -4.426 -1.381 -3.395
H -3.408 -0.476 -4.540
O 0.320 0.106 1.591
C 2.811 -2.486 -0.820
C 1.455 -1.970 -0.299
N 1.166 -0.617 -0.848
C 1.146 -0.666 -2.329
C 2.511 -1.150 -2.864
N 3.406 -1.423 -1.694
C 3.615 -0.168 -0.897
C 2.242 0.326 -0.413
H 2.711 -3.389 -1.419
H 3.514 -2.676 -0.013
H 1.448 -1.872 0.785
H 0.649 -2.640 -0.593
H 0.916 0.331 -2.699
H 0.350 -1.339 -2.642
H 3.000 -0.400 -3.483
H 2.425 -2.072 -3.434
H 4.309 -1.750 -2.040
H 4.110 0.552 -1.546
H 4.282 -0.414 -0.074
H 2.011 1.305 -0.828
H 2.158 0.401 0.671
N -2.329 0.612 1.181
C -2.090 1.313 2.447
C -1.754 0.589 3.575
C -1.585 1.273 4.769
C -1.735 2.651 4.815
C -2.060 3.359 3.666
C -2.240 2.688 2.467
H -2.904 1.217 0.599
H -2.885 -0.220 1.373
H -1.609 -0.481 3.517
H -1.329 0.724 5.665
H -1.600 3.176 5.751
H -2.183 4.433 3.702
H -2.502 3.235 1.568
*
```

## Properties
Orbital gap (spin up / spin down)   7.54 / 7.54 eV
Lowest unoccupied orbital energy (spin up / spin down)   -6.2915 / -6.2920 eV
ΔE to the lowest compared entry with this formula, charge and spin   27.8 kcal per mole

---

5.
ORCA calculation (ωB97M-V/def2-TZVPD) on 7 unconnected molecules or ions with the total composition C30H76BN3O16P2S at a distorted geometry.

```
! wB97M-V def2-TZVPD RIJCOSX def2/J DEFGRID3
* xyz 0 1
C 8.288 0.762 -0.271
C 7.009 -0.168 -0.198
B 5.909 0.577 0.702
O 6.341 0.895 2.018
C 4.414 0.992 0.171
C 3.465 1.329 1.421
N 2.386 2.284 1.082
N 4.564 2.248 -0.582
C 5.246 2.199 -1.891
C 4.270 2.583 -3.074
C 4.364 1.635 -4.302
O 3.402 2.019 -5.289
C 5.171 3.362 0.139
P 4.629 4.995 -0.649
O 5.579 5.504 -1.647
O 3.093 4.856 -1.207
O 4.543 6.091 0.593
C 3.714 -0.236 -0.503
O 4.083 -0.532 -1.860
C 4.368 -1.772 -2.168
N 4.603 -2.839 -2.401
O 2.294 -0.215 -0.424
C 1.632 0.206 -1.576
O 1.264 -0.874 -2.428
C 0.257 0.813 -1.053
O 0.173 2.228 -1.293
O -0.553 2.742 -0.220
P 4.092 -1.782 0.627
S 2.639 -3.089 0.577
H 8.894 0.643 0.644
H 7.924 1.810 -0.353
H 8.846 0.469 -1.179
H 7.262 -1.107 0.350
H 6.629 -0.485 -1.187
H 6.666 1.813 1.959
H 2.996 0.444 1.874
H 4.040 1.826 2.230
H 2.698 3.242 1.217
H 2.111 2.210 0.105
H 6.076 2.931 -2.002
H 5.699 1.231 -2.174
H 4.574 3.582 -3.464
H 3.230 2.727 -2.714
H 5.356 1.834 -4.770
H 4.357 0.554 -4.063
H 2.661 1.409 -5.165
H 4.914 3.486 1.208
H 6.289 3.409 0.093
H 3.132 5.290 -2.088
H 4.477 5.604 1.431
H 2.104 1.036 -2.140
H 0.565 -0.566 -3.021
H 0.215 0.678 0.048
H -0.622 0.265 -1.452
H 0.081 3.083 0.437
H 5.371 -2.328 0.375
H 4.120 -1.361 1.993
C -4.883 2.818 -0.346
C -4.247 4.198 -0.298
C -3.677 4.593 -1.653
O -3.206 4.209 0.677
H -4.143 2.058 -0.614
H -5.278 2.545 0.633
H -5.698 2.782 -1.074
H -4.990 4.934 0.016
H -2.897 3.892 -1.964
H -3.215 5.580 -1.600
H -4.455 4.611 -2.419
H -2.543 3.561 0.406
C 0.467 4.433 -5.025
C 1.112 5.805 -4.926
C 1.477 6.348 -6.298
O 2.291 5.718 -4.116
H 1.160 3.718 -5.479
H 0.223 4.054 -4.030
H -0.447 4.460 -5.621
H 0.429 6.497 -4.429
H 2.197 5.692 -6.795
H 1.949 7.328 -6.209
H 0.595 6.442 -6.933
H 2.900 5.107 -4.551
C 0.727 -7.486 2.298
C 0.512 -5.980 2.293
C -0.752 -5.582 3.035
O 0.415 -5.510 0.953
H -0.105 -7.998 1.805
H 1.633 -7.744 1.746
H 0.817 -7.869 3.317
H 1.373 -5.488 2.749
H -1.638 -6.022 2.567
H -0.883 -4.499 3.006
H -0.715 -5.902 4.080
H -0.347 -5.936 0.543
C -4.517 -3.914 5.189
C -3.097 -3.367 5.159
C -2.860 -2.382 6.293
O -2.861 -2.720 3.905
H -5.246 -3.107 5.070
H -4.676 -4.611 4.364
H -4.721 -4.432 6.129
H -2.385 -4.190 5.232
H -3.535 -1.525 6.210
H -1.842 -1.990 6.252
H -3.014 -2.854 7.265
H -3.486 -1.989 3.828
C -5.250 -0.374 1.255
C -4.491 -1.021 0.109
C -5.245 -2.216 -0.453
O -3.209 -1.437 0.567
H -5.389 -1.078 2.081
H -4.687 0.474 1.650
H -6.232 -0.023 0.929
H -4.326 -0.285 -0.681
H -5.379 -2.984 0.314
H -4.683 -2.676 -1.268
H -6.228 -1.922 -0.829
H -3.337 -2.090 1.267
C -8.352 -5.101 3.107
C -7.936 -4.751 1.686
C -8.572 -5.694 0.676
O -6.515 -4.818 1.574
H -8.029 -6.113 3.367
H -7.881 -4.423 3.821
H -9.435 -5.040 3.228
H -8.227 -3.723 1.461
H -8.256 -6.726 0.857
H -8.258 -5.438 -0.337
H -9.662 -5.650 0.726
H -6.244 -5.723 1.770
*
```

## Properties
Orbital gap   8.29 eV
Lowest unoccupied orbital energy   -0.1014 eV
Structure (SMILES)   CCB(O)[C@@](CN)(N(CCCO)CP(=O)(O)O)[C@](OC#N)(O[C@@H](O)COO)[PH2]=S.CC(C)O.CC(C)O.CC(C)O.CC(C)O.CC(C)O.CC(C)O

---

6.
ORCA calculation (ωB97M-V/def2-TZVPD) on a single C29H34N6O2 molecule at a distorted geometry.

```
! wB97M-V def2-TZVPD RIJCOSX def2/J DEFGRID3
* xyz 0 1
C -0.519 -6.922 -1.296
H -0.591 -7.998 -1.451
O -0.531 -6.738 0.100
C -0.449 -5.474 0.591
C -0.446 -5.362 1.983
C -0.376 -4.129 2.593
C -0.319 -2.975 1.816
C -0.293 -3.083 0.432
C -0.360 -4.319 -0.181
H -0.343 -4.370 -1.258
H -0.211 -2.182 -0.156
N -0.242 -1.694 2.386
C -0.900 -1.202 3.464
C -0.479 0.122 3.590
C -0.715 1.221 4.463
N -0.114 2.356 4.250
N 0.712 2.559 3.239
C 1.028 1.614 2.372
N 1.949 1.913 1.423
C 2.325 3.293 1.206
H 3.403 3.325 1.011
H 2.099 3.844 2.118
C 1.560 3.878 0.019
H 0.494 3.902 0.248
H 1.886 4.903 -0.165
C 1.776 3.028 -1.234
C 0.897 3.510 -2.381
O -0.116 4.156 -2.226
N 1.348 3.138 -3.604
H 2.155 2.538 -3.667
C 0.543 3.281 -4.795
H 1.125 3.783 -5.575
H -0.297 3.919 -4.517
C 0.045 1.921 -5.315
C -0.557 1.105 -4.196
C -1.600 1.601 -3.423
C -2.133 0.847 -2.394
C -1.640 -0.418 -2.125
C -0.606 -0.924 -2.892
C -0.068 -0.165 -3.916
H 0.742 -0.568 -4.509
H -0.211 -1.911 -2.694
H -2.063 -1.006 -1.323
H -2.937 1.252 -1.796
H -1.991 2.589 -3.610
C -0.962 2.126 -6.447
H -1.835 2.663 -6.088
H -0.512 2.697 -7.256
H -1.287 1.165 -6.839
H 0.907 1.371 -5.714
C 1.405 1.569 -0.932
H 0.337 1.511 -0.713
C 2.195 1.069 0.282
H 3.268 1.105 0.060
H 1.912 0.044 0.522
H 1.605 0.930 -1.794
H 2.829 3.077 -1.536
C 0.436 0.318 2.513
N 0.553 -0.797 1.796
C -1.632 1.139 5.641
H -1.549 2.058 6.214
H -1.372 0.291 6.273
H -2.665 1.023 5.313
C -1.912 -1.962 4.240
H -2.689 -1.283 4.585
H -2.368 -2.736 3.625
H -1.466 -2.432 5.118
H -0.337 -4.068 3.669
H -0.491 -6.267 2.569
H 0.411 -6.556 -1.741
H -1.372 -6.431 -1.774
*
```

## Properties
Orbital gap   7.84 eV
Lowest unoccupied orbital energy   0.4976 eV
Structure (SMILES)   COc1ccc(-n2nc3c(N4CCC(C(=O)NC[C@H](C)c5ccccc5)CC4)nnc(C)c3c2C)cc1
ΔE to the lowest compared entry with this formula, charge and spin   2.9 kcal per mole